{"formula": "C4H11NO2", "method": "ωB97M-V/def2-TZVPD", "symbols": ["O", "O", "N", "C", "C", "C", "C", "H", "H", "H", "H", "H", "H", "H", "H", "H", "H", "H"], "xyz": [[-1.3300, 3.2667, 0.5481], [0.3747, -2.2228, -2.0695], [-0.0130, 1.2307, 0.8719], [0.7651, -2.2668, -0.6746], [-1.3502, 1.7284, 0.4089], [0.2476, -0.2252, 0.9276], [0.9591, -0.7543, -0.3273], [-2.1751, 1.2940, 1.0613], [0.1121, 1.5302, 1.8211], [-1.4419, 1.4819, -0.6194], [0.4749, -1.3258, -2.4563], [0.8913, -0.3988, 1.7736], [-0.9292, 3.5635, -0.2317], [1.7154, -2.7351, -0.6235], [-0.0892, -2.6420, -0.1794], [0.4670, -0.1112, -1.0633], [-0.6863, -0.8606, 0.9222], [2.0079, -0.5526, -0.0898]], "nbo_charge": [-0.7243, -0.7415, -0.6514, -0.0673, 0.0928, -0.2157, -0.4299, 0.1625, 0.3650, 0.1619, 0.4687, 0.1961, 0.4629, 0.1810, 0.1779, 0.1939, 0.1575, 0.2099], "homo_ev": -9.32, "smiles": "OCCCNCO", "orbital_gap_ha": 0.3772, "mol_weight_g_mol": 105.1, "lumo_ev": 0.949, "de_lowest_ev": 2.8217, "spin_multiplicity": 1}